Record 1
# C21H34N5O2PRhS

A structure of composition C21H34N5O2PRhS in a non-equilibrium geometry (ωB97M-V/def2-TZVPD, OMol25).

```
! RIJCOSX wB97M-V def2-TZVPD def2/J DEFGRID3
* xyz 3 5
Rh -0.114 0.878 0.014
N 3.813 2.849 -0.265
C 4.410 1.610 -0.396
C 5.713 1.223 -0.480
C 5.920 -0.150 -0.664
C 4.838 -1.100 -0.764
C 3.547 -0.710 -0.671
C 3.302 0.681 -0.467
N 2.144 1.345 -0.359
C 2.483 2.668 -0.272
C 1.485 3.690 -0.292
C 1.656 5.044 -0.445
S 0.160 5.798 -0.608
C -0.627 4.280 -0.449
N 0.168 3.268 -0.286
H 4.299 3.732 -0.198
H 6.541 1.917 -0.423
H 6.938 -0.513 -0.752
H 5.080 -2.142 -0.927
H 2.728 -1.405 -0.762
H 2.575 5.613 -0.495
H -1.705 4.190 -0.497
C -4.808 2.397 0.676
O -3.769 2.378 1.703
C -2.587 1.939 1.400
O -2.236 1.550 0.272
N -1.769 1.934 2.478
N -0.433 1.536 2.334
H -5.736 2.484 1.226
H -4.782 1.482 0.096
H -4.662 3.265 0.039
H -2.103 2.292 3.362
H -0.233 0.797 3.003
H 0.173 2.324 2.548
C 1.352 -2.476 1.593
C 0.594 -2.847 0.310
C 0.008 -4.258 0.408
P -0.636 -1.548 -0.185
C -0.630 -1.532 -2.032
C -1.354 -2.660 -2.765
C -1.093 -0.139 -2.490
C -2.261 -2.107 0.472
C -3.473 -1.401 -0.142
C -2.255 -1.956 1.997
H 2.223 -3.121 1.717
H 0.727 -2.619 2.475
H 1.697 -1.437 1.596
H 1.294 -2.840 -0.531
H -0.618 -4.372 1.294
H 0.829 -4.970 0.501
H -0.571 -4.546 -0.468
H 0.437 -1.617 -2.266
H -2.431 -2.623 -2.617
H -0.998 -3.643 -2.458
H -1.169 -2.572 -3.837
H -2.165 0.005 -2.363
H -0.824 0.065 -3.526
H -0.593 0.665 -1.891
H -2.291 -3.165 0.210
H -3.391 -0.318 -0.072
H -4.369 -1.703 0.403
H -3.634 -1.667 -1.183
H -2.186 -0.901 2.283
H -1.441 -2.500 2.477
H -3.187 -2.341 2.410
*
```

The expectation value of S² is 6.03. Its highest occupied orbital energy (spin up / spin down) is -16.702 / -18.146 eV. The total energy is -2093.97801 hartree. The gap between HOMO and LUMO (spin up / spin down) comes out at 7.21 / 5.67 eV. The value obtained for the largest force on an atom is 1.10 eV/A.

---

Record 2
# C28H25N3O8

The molecule C28H25N3O8 in a non-equilibrium geometry (ωB97M-V/def2-TZVPD, OMol25).

```
! RIJCOSX wB97M-V def2-TZVPD def2/J DEFGRID3
* xyz 0 1
C -1.038 -5.230 -1.991
C -1.849 -4.166 -1.439
C -2.560 -3.308 -0.997
C -3.295 -2.192 -0.417
N -2.408 -1.280 0.275
C -1.881 -1.572 1.512
C -2.526 -2.102 2.620
C -1.817 -2.211 3.806
C -0.496 -1.804 3.897
C 0.162 -1.300 2.782
C -0.533 -1.202 1.599
C -0.063 -0.801 0.215
C 0.830 0.403 0.253
N 0.421 1.614 0.317
C -0.912 1.849 0.090
C -1.766 0.936 -0.427
C -3.081 1.303 -0.967
O -3.796 0.557 -1.596
O -3.404 2.584 -0.726
C -4.657 3.019 -1.230
H -4.870 3.967 -0.741
H -5.433 2.286 -1.001
H -4.603 3.150 -2.314
C -1.405 -0.542 -0.499
H -1.416 -0.884 -1.540
C -1.267 3.290 0.342
O -1.740 3.710 1.361
O -0.904 4.045 -0.695
C -1.135 5.441 -0.555
H -0.526 5.843 0.258
H -2.187 5.628 -0.333
H -0.856 5.893 -1.503
N 2.127 0.004 0.242
C 3.309 0.710 0.448
O 4.321 0.086 0.688
C 3.274 2.166 0.330
C 2.620 3.021 -0.526
C 3.136 4.304 -0.265
C 4.067 4.140 0.722
O 4.168 2.860 1.071
H 4.692 4.843 1.238
H 2.857 5.220 -0.743
H 1.878 2.764 -1.251
C 2.241 -1.449 0.107
C 3.347 -1.763 -0.901
O 3.465 -1.199 -1.955
O 4.102 -2.766 -0.479
C 5.199 -3.125 -1.312
H 5.961 -2.344 -1.270
H 5.589 -4.059 -0.918
H 4.868 -3.245 -2.345
H 2.503 -1.910 1.065
C 0.857 -1.874 -0.388
H 0.590 -2.880 -0.068
H 0.822 -1.821 -1.479
H 1.194 -0.988 2.853
H 0.029 -1.883 4.836
H -2.310 -2.613 4.678
H -3.558 -2.410 2.569
H -4.033 -2.564 0.299
H -3.816 -1.634 -1.200
H -0.184 -4.811 -2.523
H -1.629 -5.824 -2.687
H -0.676 -5.879 -1.193
*
```

The energy relative to the best compared isomer or geometry (same formula, charge and spin) comes out at 0.00 kJ/mol. As for the SMILES: CC#CCN1c2ccccc2[C@]23C[C@@H](C(=O)OC)N(C(=O)c4ccco4)C2=NC(C(=O)OC)=C(C(=O)OC)[C@H]13. Its highest occupied orbital energy is -7.882 eV. The total energy is -1848.13522 hartree. The gap between HOMO and LUMO comes out at 7.64 eV. The value obtained for the largest force on an atom is 1.32 eV/A.

---

Record 3
# C9H14

A cluster of 2 separate species, C9H14 in total in a non-equilibrium geometry (ωB97M-V/def2-TZVPD, OMol25).

```
! RIJCOSX wB97M-V def2-TZVPD def2/J DEFGRID3
* xyz 0 1
C -1.665 2.957 0.263
C -1.517 3.731 -1.075
H -2.720 2.749 0.465
H -1.332 1.916 0.153
H -1.167 3.512 1.059
H -0.936 4.632 -0.924
H -2.465 4.000 -1.523
H -1.011 3.131 -1.822
C 0.405 -2.926 -1.633
C 0.120 -0.456 1.295
C -0.204 -1.204 0.160
C 1.253 -0.793 2.015
C 0.663 -2.118 -0.391
C 2.159 -1.689 1.471
C 1.881 -2.334 0.289
H -0.426 0.426 1.587
H -1.101 -0.905 -0.360
H 1.442 -0.254 2.932
H 3.021 -1.997 2.044
H 1.185 -2.715 -2.365
H -0.559 -2.681 -2.089
H 2.583 -3.006 -0.175
H 0.390 -3.977 -1.377
*
```

The energy relative to the best compared isomer or geometry (same formula, charge and spin) comes out at 48.61 kJ/mol. As for the SMILES: Cc1ccccc1.CC. Its highest occupied orbital energy is -9.011 eV. The total energy is -351.31168 hartree. The gap between HOMO and LUMO comes out at 10.02 eV. The value obtained for the largest force on an atom is 1.38 eV/A.

---

Record 4
# C20H58N11O7P4S2

A structure of composition C20H58N11O7P4S2 in a non-equilibrium geometry (ωB97M-V/def2-TZVPD, OMol25).

```
! RIJCOSX wB97M-V def2-TZVPD def2/J DEFGRID3
* xyz -1 1
C 10.922 -9.171 4.053
C 10.426 -8.054 3.944
S 9.861 -6.328 3.582
O 9.887 -5.491 4.801
O 10.876 -5.758 2.656
N 8.405 -6.306 2.748
S 7.079 -6.623 3.743
O 7.405 -7.014 5.130
O 6.161 -5.457 3.726
P 5.948 -8.289 2.922
N 4.861 -8.759 3.994
H 11.692 -9.963 4.259
H 5.284 -7.804 1.749
H 6.827 -9.364 2.552
H 4.941 -8.194 4.851
O 4.786 -1.652 -0.441
P 4.988 -0.753 0.780
N 6.130 -1.831 1.517
C 6.374 -2.035 2.938
C 7.398 -1.954 0.791
N 3.410 -1.104 1.412
C 3.170 -1.755 2.688
C 2.405 -1.588 0.462
N 5.215 0.403 2.108
C 4.141 1.424 2.212
C 6.455 1.198 1.936
H 6.885 -1.190 3.418
H 7.002 -2.917 3.095
H 5.474 -2.249 3.503
H 8.027 -1.063 0.907
H 7.227 -2.098 -0.278
H 7.975 -2.817 1.131
H 3.478 -2.809 2.673
H 2.106 -1.725 2.946
H 3.663 -1.233 3.510
H 2.552 -2.649 0.229
H 2.434 -1.016 -0.466
H 1.393 -1.466 0.859
H 4.008 1.960 1.267
H 4.376 2.150 2.997
H 3.182 0.999 2.500
H 6.484 1.685 0.956
H 7.350 0.586 2.042
H 6.537 1.968 2.708
O -0.904 -1.051 -0.424
P -1.927 -0.741 -1.514
N -0.711 -0.546 -2.740
C -0.757 0.316 -3.910
C 0.004 -1.780 -3.080
N -2.291 0.824 -0.854
C -2.065 2.076 -1.552
C -1.983 1.035 0.562
N -3.195 -0.478 -2.724
C -4.521 -0.135 -2.147
C -3.453 -1.702 -3.523
H -1.455 -0.033 -4.681
H 0.231 0.375 -4.377
H -1.002 1.346 -3.675
H -0.614 -2.463 -3.675
H 0.314 -2.317 -2.181
H 0.915 -1.576 -3.647
H -0.994 2.293 -1.665
H -2.516 2.913 -1.008
H -2.555 2.092 -2.527
H -0.914 1.214 0.719
H -2.288 0.177 1.163
H -2.533 1.894 0.961
H -4.845 -0.888 -1.420
H -5.277 -0.060 -2.933
H -4.531 0.835 -1.657
H -3.669 -2.560 -2.879
H -2.609 -1.957 -4.163
H -4.298 -1.556 -4.200
O -6.304 2.810 -2.442
P -7.031 4.114 -2.121
N -5.559 4.958 -1.745
C -5.374 6.048 -0.800
C -4.673 5.164 -2.894
N -7.691 3.487 -0.643
C -7.401 4.028 0.673
C -7.784 2.030 -0.521
N -7.957 5.603 -1.855
C -9.413 5.383 -1.655
C -7.886 6.509 -3.029
H -5.812 6.996 -1.135
H -4.307 6.230 -0.634
H -5.762 5.829 0.190
H -5.051 5.940 -3.571
H -4.563 4.247 -3.477
H -3.668 5.455 -2.582
H -6.362 3.839 0.973
H -8.051 3.578 1.431
H -7.619 5.096 0.731
H -6.813 1.584 -0.280
H -8.158 1.582 -1.443
H -8.492 1.745 0.263
H -9.847 4.814 -2.482
H -9.938 6.338 -1.574
H -9.637 4.859 -0.728
H -8.185 5.996 -3.948
H -6.886 6.914 -3.172
H -8.534 7.379 -2.891
*
```

Its highest occupied orbital energy is -5.765 eV. The total energy is -4087.24224 hartree. The gap between HOMO and LUMO comes out at 5.64 eV. The value obtained for the largest force on an atom is 9.08 eV/A.

---

Record 5
# C5H20BN5O

A cluster of 3 separate species, C5H20BN5O in total in a non-equilibrium geometry (ωB97M-V/def2-TZVPD, OMol25).

```
! RIJCOSX wB97M-V def2-TZVPD def2/J DEFGRID3
* xyz 2 1
B -1.625 -1.917 1.064
C -3.166 -2.256 1.022
C -0.587 8.588 -4.780
C 2.291 -0.115 1.542
C 0.083 -5.142 -0.691
C 0.863 -2.218 1.107
N -0.665 9.025 -3.557
N 1.842 0.693 2.642
N -0.448 -2.651 0.649
N 1.185 -5.540 -0.140
N 1.115 -0.713 0.773
O -1.318 -0.632 1.554
H -3.655 -2.578 0.163
H -3.741 -1.372 1.191
H -3.361 -3.044 1.782
H -1.477 8.537 -5.377
H 0.394 8.424 -5.344
H 2.819 -1.047 1.947
H 2.877 0.460 0.817
H -0.039 -5.101 -1.766
H -0.855 -4.831 -0.109
H 1.661 -2.845 0.783
H 1.025 -2.413 2.165
H 0.268 9.389 -3.238
H -1.590 9.310 -3.136
H 1.639 1.583 2.449
H 1.800 0.425 3.698
H 1.245 -5.588 0.960
H 1.977 -5.685 -0.698
H 0.260 -0.172 1.094
H 1.180 -0.624 -0.234
H -1.997 0.051 1.667
*
```

The energy relative to the best compared isomer or geometry (same formula, charge and spin) comes out at 0.00 kJ/mol. Its highest occupied orbital energy is -12.173 eV. The total energy is -575.74889 hartree. The gap between HOMO and LUMO comes out at 4.64 eV. The value obtained for the largest force on an atom is 5.24 eV/A.

---

Record 6
# C3H4N4O

A structure of composition C3H4N4O in a non-equilibrium geometry (ωB97M-V/def2-TZVPD, OMol25).

```
! RIJCOSX wB97M-V def2-TZVPD def2/J DEFGRID3
* xyz 0 1
C 1.467 0.240 0.344
C -1.519 -1.297 0.109
C -0.657 0.692 -0.112
H 2.755 -1.501 -0.557
H 1.228 1.418 1.115
H -2.298 -2.185 0.142
H -1.245 2.613 -0.369
N 2.701 -0.339 -0.107
N 0.177 -0.296 -0.219
N -0.344 -1.467 -0.194
N -0.365 1.981 -0.219
O -1.900 0.142 0.067
*
```

The energy relative to the best compared isomer or geometry (same formula, charge and spin) comes out at 664.33 kJ/mol. Its highest occupied orbital energy is -9.117 eV. The total energy is -410.75026 hartree. The gap between HOMO and LUMO comes out at 9.31 eV. The value obtained for the largest force on an atom is 7.96 eV/A.

---

Record 7
# C2H10N4

A cluster of 2 separate species, C2H10N4 in total in a non-equilibrium geometry (ωB97M-V/def2-TZVPD, OMol25).

```
! RIJCOSX wB97M-V def2-TZVPD def2/J DEFGRID3
* xyz 0 1
N -1.428 1.482 -0.946
C -0.290 2.205 -1.428
N 0.872 1.475 -1.968
H -1.068 0.572 -0.662
H -2.016 1.179 -1.716
H -0.597 2.983 -2.137
H 0.174 2.757 -0.600
H 1.405 1.150 -1.171
H 0.663 0.683 -2.553
N 0.644 -1.503 2.724
C 0.354 -2.279 1.656
N -0.652 -3.018 1.376
H 0.147 -1.535 3.596
H 1.368 -0.809 2.644
H 1.034 -2.151 0.810
H -0.608 -3.190 0.375
*
```

The energy relative to the best compared isomer or geometry (same formula, charge and spin) comes out at 102.71 kJ/mol. As for the SMILES: [H]/N=C/N.NCN. Its highest occupied orbital energy is -9.254 eV. The total energy is -301.18903 hartree. The gap between HOMO and LUMO comes out at 9.79 eV. The value obtained for the largest force on an atom is 2.34 eV/A.

---

Record 8
# C22H49N2OP3SW

A structure of composition C22H49N2OP3SW in a non-equilibrium geometry (ωB97M-V/def2-TZVPD, OMol25).

```
! RIJCOSX wB97M-V def2-TZVPD def2/J DEFGRID3
* xyz 4 3
W -0.631 -0.055 -2.037
P -2.002 1.795 -1.797
P -1.064 -1.454 -0.095
P 1.548 0.837 -1.281
H -3.340 -0.998 -2.942
C -2.322 -0.926 -3.347
C -1.350 -1.959 -3.038
H -1.661 -2.818 -2.453
C -3.169 2.250 -3.146
C -3.099 1.798 -0.311
C -1.060 3.358 -1.553
C 0.201 -2.801 0.086
C -0.901 -0.563 1.510
C -2.731 -2.263 -0.042
C 2.833 -0.455 -1.359
C 1.722 1.446 0.415
C 2.286 2.256 -2.275
H -2.248 -0.417 -4.315
H -0.490 -2.130 -3.690
H -3.842 3.062 -2.826
H -3.786 1.387 -3.438
H -2.608 2.585 -4.042
H -3.826 2.621 -0.424
H -2.502 1.961 0.602
H -3.639 0.841 -0.221
H -1.784 4.192 -1.494
H -0.367 3.519 -2.397
H -0.486 3.308 -0.611
H -0.200 -3.607 0.745
H 1.135 -2.406 0.528
H 0.442 -3.253 -0.889
H -1.660 -0.936 2.219
H -1.040 0.526 1.431
H 0.085 -0.748 1.960
H -2.859 -2.814 0.910
H -2.842 -2.982 -0.876
H -3.534 -1.501 -0.144
H 3.809 0.029 -1.182
H 2.861 -0.945 -2.352
H 2.661 -1.243 -0.601
H 2.781 1.649 0.618
H 1.383 0.713 1.144
H 1.161 2.367 0.613
H 3.373 2.071 -2.378
H 2.117 3.215 -1.733
H 1.856 2.328 -3.300
C 1.426 -1.014 -5.685
C 0.794 -0.443 -6.808
C 0.935 -1.066 -8.034
C 1.642 -2.268 -8.143
C 2.220 -2.867 -7.015
C 2.090 -2.277 -5.761
S 1.430 -0.210 -4.201
H -0.370 1.201 -3.224
H 0.238 0.490 -6.666
H 0.578 -0.559 -8.931
H 1.848 -2.673 -9.127
H 2.872 -3.740 -7.117
H 2.518 -2.708 -4.867
C 0.593 2.848 4.922
N 0.426 1.410 5.006
C -0.971 0.952 5.135
C 1.322 0.706 4.195
O 2.073 1.275 3.397
N 1.311 -0.684 4.377
C 1.187 -1.159 5.753
C 2.320 -1.389 3.608
H 1.665 3.091 5.002
H 0.067 3.324 5.759
H 0.225 3.211 3.948
H -1.031 -0.139 4.977
H -1.317 1.163 6.166
H -1.625 1.481 4.409
H 0.731 -2.159 5.749
H 2.169 -1.242 6.263
H 0.581 -0.468 6.348
H 2.283 -1.083 2.560
H 3.340 -1.200 3.979
H 2.139 -2.471 3.705
*
```

The energy relative to the best compared isomer or geometry (same formula, charge and spin) comes out at 0.00 kJ/mol. The expectation value of S² is 2.21. Its highest occupied orbital energy (spin up / spin down) is -19.559 / -19.764 eV. The total energy is -2540.09886 hartree. The gap between HOMO and LUMO (spin up / spin down) comes out at 5.81 / 5.71 eV. The value obtained for the largest force on an atom is 4.89 eV/A.

---

Record 9
# C9H8Br2

A structure of composition C9H8Br2 in a non-equilibrium geometry (ωB97M-V/def2-TZVPD, OMol25).

```
! RIJCOSX wB97M-V def2-TZVPD def2/J DEFGRID3
* xyz 0 1
C -0.291 -2.483 0.088
C -1.112 -2.137 -0.917
C 0.264 -1.460 0.902
C -1.382 -0.807 -1.209
C 0.091 -0.135 0.618
C -0.728 0.256 -0.492
C 0.780 1.044 1.250
C -0.858 1.594 -0.834
C 1.673 1.835 0.338
Br 2.222 3.560 0.977
Br 2.780 0.976 -0.808
H -0.214 -3.520 0.200
H -1.560 -3.031 -1.448
H 0.971 -1.668 1.660
H -2.098 -0.671 -2.063
H -0.096 1.603 1.739
H 1.517 0.648 2.119
H -0.986 1.912 -1.925
H -0.975 2.484 -0.194
*
```

Its highest occupied orbital energy (spin up / spin down) is -7.637 / -7.891 eV. The total energy is -5495.63736 hartree. The gap between HOMO and LUMO (spin up / spin down) comes out at 7.38 / 7.33 eV. The value obtained for the largest force on an atom is 3.75 eV/A.

---

Record 10
# C18H19F6N2O8PSiTa

A structure of composition C18H19F6N2O8PSiTa in a non-equilibrium geometry (ωB97M-V/def2-TZVPD, OMol25).

```
! RIJCOSX wB97M-V def2-TZVPD def2/J DEFGRID3
* xyz 2 2
Ta -0.302 0.785 -0.536
O 3.722 1.530 -0.404
C 2.821 1.271 -1.100
O 1.520 0.896 -0.595
C 2.694 1.128 -2.579
C 3.593 0.462 -3.404
C 3.157 0.007 -4.650
C 1.810 0.071 -5.004
C 0.960 0.750 -4.150
C 1.424 1.393 -3.039
N -0.496 0.615 -4.172
O -1.096 0.465 -5.180
O -1.058 0.608 -3.036
H 4.606 0.274 -3.068
H 3.854 -0.490 -5.310
H 1.432 -0.433 -5.884
H 0.777 2.096 -2.531
C 1.837 -1.619 1.712
Si 1.410 -2.240 0.024
C 2.753 -2.403 -1.226
C 0.712 -4.145 0.341
C -0.152 -1.491 -0.659
H 2.739 -2.100 2.095
H 1.044 -1.789 2.444
H 2.036 -0.542 1.662
H 3.517 -3.105 -0.882
H 3.253 -1.444 -1.386
H 2.372 -2.770 -2.181
H 1.613 -4.663 0.683
H 0.346 -4.497 -0.622
H -0.066 -4.084 1.099
H -1.010 -1.865 -0.094
H -0.317 -1.798 -1.700
F -1.511 2.494 -1.167
P -0.853 3.847 -0.186
F -0.480 2.459 0.938
F -2.223 3.914 0.515
F -0.088 4.803 0.741
F -1.130 4.801 -1.358
F 0.533 3.297 -0.866
O -3.954 1.289 0.172
C -3.124 0.808 0.852
O -1.895 0.402 0.260
C -3.193 0.540 2.300
C -4.435 0.534 2.932
C -4.517 0.231 4.281
C -3.368 -0.050 5.010
C -2.151 -0.038 4.357
C -2.041 0.257 3.019
N -0.914 -0.383 5.083
O -0.918 -0.276 6.279
O 0.030 -0.762 4.403
H -5.325 0.763 2.360
H -5.479 0.207 4.773
H -3.410 -0.272 6.068
H -1.062 0.263 2.565
*
```

The expectation value of S² is 0.76. Its highest occupied orbital energy (spin up / spin down) is -15.368 / -15.368 eV. The total energy is -2695.19810 hartree. The gap between HOMO and LUMO (spin up / spin down) comes out at 6.57 / 4.19 eV. The value obtained for the largest force on an atom is 3.24 eV/A.